13
Properties=species:S:1:pos:R:3:forces:R:3:mulliken_charge:R:1 method="wB97M-V/def2-TZVPD" molar_mass_g_mol=92.16 largest_force_ev_per_a=3.25 e_homo_ev=-8.4 lumo_energy_ev=0.604 multiplicity=1 orbital_gap_ev=8.96
C -1.27234 -0.14746 -2.37987 0.66 -1.75 1.72 -0.056
O -2.14248 -0.49807 -1.58009 1.55 0.19 -2.68 -0.414
H -0.77644 0.80845 -2.17905 -0.13 0.46 -0.52 0.238
H -0.63018 -0.82954 -3.16103 -2.11 1.06 1.44 0.204
C -0.66735 0.63288 1.08441 -1.21 -1.65 2.53 -0.780
S 0.84517 0.08912 0.40832 1.13 -0.53 -2.79 -0.052
C 2.10732 -0.26287 1.64726 -0.03 0.70 0.02 -0.794
H -0.68512 1.66919 1.16341 0.00 1.93 0.38 0.290
H -0.78916 0.18041 2.11233 -0.02 0.57 -0.88 0.273
H -1.58014 0.35106 0.53624 0.80 -0.34 -0.24 0.294
H 3.08021 -0.41299 1.09962 -1.22 -0.03 0.41 0.260
H 2.23783 0.62537 2.29120 -0.04 -0.73 0.08 0.271
H 1.75427 -1.16859 2.13410 0.61 0.11 0.54 0.266